# C30H33FIO7

A cluster of 2 separate species, C30H33FIO7 in total at a distorted geometry (ωB97M-V with the def2-TZVPD basis set, the OMol25 dataset).

```
72
Properties=species:S:1:pos:R:3:forces:R:3
C -0.866 2.524 -6.410 -0.419 -0.017 0.118
O -2.184 2.336 -5.946 0.167 -0.148 0.013
C -2.348 2.837 -4.631 -0.161 -0.014 -0.073
C -3.776 2.604 -4.187 0.041 0.119 -0.344
C -4.131 1.112 -4.170 -0.194 0.141 1.032
C -4.267 0.568 -2.731 0.579 0.193 -0.290
C -3.843 -0.884 -2.612 -0.702 -0.195 -0.068
C -3.865 -1.481 -1.195 0.466 0.049 -0.068
C -3.576 -0.570 0.014 0.238 0.049 0.100
C -2.173 -0.621 0.586 0.234 -0.130 0.292
C -1.048 -0.273 -0.175 0.306 0.101 0.326
O -1.230 0.170 -1.473 -0.306 -0.197 0.132
C 0.244 -0.280 0.357 -0.597 -0.263 0.325
C 0.485 -0.638 1.686 -0.543 -0.042 -0.200
C 1.918 -0.625 2.173 -0.132 0.162 -0.277
C 2.555 -2.008 2.179 -0.133 -0.307 0.023
C 2.247 -2.867 0.968 -0.096 0.158 0.112
I 4.700 -1.801 2.381 0.020 0.071 0.028
C -0.634 -0.945 2.479 0.219 -0.034 -0.396
C -1.934 -0.944 1.938 0.594 0.165 -0.718
C -3.024 -1.323 2.893 0.286 0.334 0.267
O -3.945 -2.038 2.596 -0.434 -0.389 -0.311
C -2.847 -0.823 4.279 0.207 -0.393 -0.164
C -4.084 -0.339 5.008 0.123 0.939 0.233
O -4.667 0.551 4.363 -0.205 -0.076 -0.409
O -4.263 -0.728 6.166 -0.231 -0.521 0.515
C -1.607 -0.821 4.780 -0.383 0.186 0.172
C -1.294 -0.419 6.178 0.036 -0.297 0.234
C -0.481 0.832 6.230 -0.143 -0.187 0.230
O 0.046 1.333 5.277 0.342 0.383 -0.496
C -0.481 -1.231 3.938 -0.450 0.192 -0.395
O 0.509 -1.751 4.403 0.647 -0.195 0.186
H -0.769 1.997 -7.352 0.009 -0.032 -0.176
H -0.140 2.120 -5.703 0.149 -0.016 0.096
H -0.673 3.588 -6.562 0.192 0.122 -0.032
H -1.676 2.320 -3.934 0.202 -0.054 -0.023
H -2.090 3.900 -4.632 -0.007 0.139 0.159
H -3.882 3.042 -3.196 -0.090 0.022 0.147
H -4.434 3.166 -4.848 -0.075 0.034 -0.108
H -5.071 0.952 -4.690 0.046 -0.218 -0.363
H -3.324 0.560 -4.641 -0.077 -0.136 -0.416
H -3.601 1.162 -2.110 0.028 0.076 0.185
H -5.278 0.711 -2.355 -0.171 0.054 0.104
H -2.879 -1.014 -3.088 0.346 0.106 0.049
H -4.535 -1.478 -3.218 0.015 -0.104 -0.076
H -3.138 -2.293 -1.170 0.012 -0.171 0.020
H -4.824 -1.962 -1.032 -0.239 0.068 0.062
H -3.808 0.479 -0.166 -0.089 0.054 -0.260
H -4.243 -0.884 0.799 -0.151 0.037 0.195
H -0.563 -0.233 -2.035 0.143 0.080 -0.009
H 1.071 0.019 -0.271 0.080 0.077 -0.105
H 1.984 -0.158 3.150 0.037 -0.086 0.210
H 2.475 0.006 1.482 0.090 0.080 -0.097
H 2.256 -2.552 3.063 0.074 0.063 0.285
H 2.886 -3.742 0.953 0.118 -0.092 -0.147
H 1.217 -3.213 1.038 -0.163 0.024 0.006
H 2.337 -2.301 0.044 0.201 -0.036 -0.187
H -2.205 -0.321 6.764 -0.146 0.071 0.018
H -0.698 -1.199 6.663 0.108 -0.020 0.095
H -0.369 1.293 7.225 0.015 0.028 0.214
F 5.487 -0.171 -1.840 -0.023 -0.006 -0.019
C 6.657 0.105 -1.233 0.124 0.035 0.082
C 7.127 1.403 -1.248 -0.062 0.113 -0.064
C 8.331 1.683 -0.618 0.013 -0.092 0.025
C 9.045 0.671 0.009 0.037 0.014 0.018
C 8.552 -0.627 0.008 -0.004 0.101 -0.035
C 7.348 -0.917 -0.615 -0.042 -0.172 -0.002
H 6.555 2.175 -1.743 -0.024 -0.019 0.010
H 8.710 2.696 -0.614 -0.007 0.014 -0.012
H 9.983 0.895 0.500 0.000 -0.002 0.005
H 9.105 -1.417 0.497 -0.013 -0.016 0.013
H 6.940 -1.919 -0.616 -0.034 0.021 0.001
```
Forces are in eV/Å.

Values from the calculation:
highest occupied orbital energy = -5.269 eV
charge = -1
frontier orbital gap = 0.267 Eh

Computed Mulliken charges, given in elementary charges:
1 C -0.7194
2 O -0.3134
3 C -0.4475
4 C -0.9747
5 C -0.7448
6 C -0.2613
7 C -0.8287
8 C -1.1739
9 C -0.7778
10 C -0.1217
11 C 1.0554
12 O -0.4236
13 C -1.3271
14 C 0.8364
15 C -1.4685
16 C 0.0708
17 C -1.3292
18 I -0.0155
19 C 0.0559
20 C 0.4484
21 C -0.2210
22 O -0.6197
23 C 0.9949
24 C -0.0246
25 O -0.7261
26 O -0.7530
27 C 0.5360
28 C -1.5014
29 C 0.0866
30 O -0.4611
31 C 0.0355
32 O -0.7115
33 H 0.2380
34 H 0.2917
35 H 0.2826
36 H 0.2242
37 H 0.4773
38 H 0.4124
39 H 0.4351
40 H 0.3406
41 H 0.4365
42 H 0.2631
43 H 0.3075
44 H 0.2713
45 H 0.5373
46 H 0.3496
47 H 0.3990
48 H 0.6052
49 H 0.5037
50 H 0.2467
51 H 0.4675
52 H 0.4397
53 H 0.7143
54 H 0.3153
55 H 0.4957
56 H 0.3416
57 H 0.2924
58 H 0.4918
59 H 0.2883
60 H 0.3614
61 F -0.3307
62 C 0.3680
63 C -0.4807
64 C -0.2731
65 C -0.5244
66 C -0.3122
67 C -0.4143
68 H 0.4018
69 H 0.3494
70 H 0.3664
71 H 0.3590
72 H 0.4866